a | Here is a 2-piece molecular cluster, CH3O4S overall from the Open Molecules 2025 dataset. Energies are from ωB97M-V/def2-TZVPD.

Values from the calculation:
- LUMO: 0.1431 Eh
- HOMO-LUMO gap: 9.098 eV

```
! RIJCOSX wB97M-V def2-TZVPD def2/J DEFGRID3
* xyz -1 1
C -0.0567 0.7823 -1.6088
O 0.9912 0.1970 0.5424
O -0.0969 -0.3134 2.7002
O -1.3426 -0.7215 0.6635
O 0.1480 1.6812 -2.3958
S -0.0321 -0.5760 1.2522
H -0.7950 0.8114 -0.8589
H 0.5538 -1.7712 1.0899
H 0.6303 -0.0898 -1.3848
*
```

Results of the natural (NBO) charge analysis, in e, for atoms 1 through 2:
1. C 0.2905
2. O -1.0369


b | Here is an isolated ion of composition CH3O4S and charge -1 from the Open Molecules 2025 dataset. Energies are from ωB97M-V/def2-TZVPD.

Values from the calculation:
- LUMO: 0.1455 Eh
- HOMO-LUMO gap: 7.389 eV

```
! RIJCOSX wB97M-V def2-TZVPD def2/J DEFGRID3
* xyz -1 1
C 0.1543 0.3347 0.0745
O 0.8916 -1.9597 -0.6571
O 2.3721 -0.2328 -1.7167
O -1.0986 0.8904 -0.3975
O 0.1453 -0.5240 1.0394
S 0.9715 -0.6486 -1.5475
H 0.8542 1.3538 0.1457
H -1.5656 0.1414 -0.2704
H 0.3884 -1.7989 0.2772
*
```

Results of the natural (NBO) charge analysis, in e, for atoms 1 through 2:
1. C 0.2764
2. O -0.9760


The structure with the most favorable energy is a; the runner-up is 13.4 kcal/mol above it.


a | Here is one molecule with the formula C2H5NOS2 from the Open Molecules 2025 dataset. Energies are from ωB97M-V/def2-TZVPD.

Values from the calculation:
- SMILES: O=C(CS)NS
- LUMO: 0.0080 Eh
- HOMO-LUMO gap: 9.029 eV

```
! RIJCOSX wB97M-V def2-TZVPD def2/J DEFGRID3
* xyz 0 1
O -0.4746 1.2994 -0.4571
C -0.1257 0.4068 0.3568
C 1.3200 0.3622 0.7984
S 2.5124 -0.3169 -0.4015
N -1.0471 -0.4491 0.7132
S -2.4131 -0.2681 -0.2376
H 1.3487 -0.2208 1.7529
H 1.5213 1.5565 0.9398
H 2.0554 -1.5658 -0.4780
H -0.7928 -1.4388 1.1749
H -1.7614 -0.8376 -1.4311
*
```

Results of the natural (NBO) charge analysis, in e, for atoms 1 through 2:
1. O -0.6221
2. C 0.6079


b | Here is a 2-piece molecular cluster, C2H5NOS2 overall from the Open Molecules 2025 dataset. Energies are from ωB97M-V/def2-TZVPD.

Values from the calculation:
- SMILES: C1=NSOC1.S
- LUMO: 0.0268 Eh
- HOMO-LUMO gap: 9.244 eV

```
! RIJCOSX wB97M-V def2-TZVPD def2/J DEFGRID3
* xyz 0 1
C -1.0187 -1.2098 0.0997
N -1.1260 -1.0603 1.3639
S -1.3419 0.5552 1.8195
O -0.9365 1.2101 0.2735
C -1.0836 0.1610 -0.6553
H -0.9334 -2.1292 -0.4660
H -0.1921 0.2431 -1.2466
H -1.9825 0.2226 -1.3054
S 2.8919 0.2361 -0.4197
H 2.3684 0.3448 0.7110
H 3.3543 1.4263 -0.1746
*
```

Results of the natural (NBO) charge analysis, in e, for atoms 1 through 2:
1. C 0.0656
2. N -0.5576


c | Here is a 2-piece molecular cluster, C2H5NOS2 overall from the Open Molecules 2025 dataset. Energies are from ωB97M-V/def2-TZVPD.

Values from the calculation:
- SMILES: NC=S.O=CS
- LUMO: 0.0188 Eh
- HOMO-LUMO gap: 8.769 eV

```
! RIJCOSX wB97M-V def2-TZVPD def2/J DEFGRID3
* xyz 0 1
N 1.3438 0.7689 -0.1426
C 2.3994 -0.0539 -0.1354
S 2.3694 -1.6507 0.2348
H 0.4330 0.4032 0.0956
H 1.4329 1.7496 -0.3795
H 3.3287 0.4472 -0.4109
O -1.4839 0.8328 0.0590
C -2.3010 0.0921 0.5334
S -2.7513 -1.4911 -0.1342
H -2.8723 0.3117 1.4506
H -1.8987 -1.4100 -1.1707
*
```

Results of the natural (NBO) charge analysis, in e, for atoms 1 through 2:
1. N -0.7563
2. C -0.0626


The structure with the most favorable energy is c; the runner-up is 30.0 kcal/mol above it.


a | Here is one molecule with the formula C3H4ClFO from the Open Molecules 2025 dataset. Energies are from ωB97M-V/def2-TZVPD.

Values from the calculation:
- SMILES: FC1(Cl)COC1
- LUMO: 0.0332 Eh
- HOMO-LUMO gap: 11.427 eV

```
! RIJCOSX wB97M-V def2-TZVPD def2/J DEFGRID3
* xyz 0 1
F 1.1123 1.6119 0.0144
C 0.7098 0.2647 -0.0502
Cl 2.2045 -0.7156 -0.0305
C -0.4054 -0.0658 -1.0482
O -1.0924 -0.8572 -0.0140
C -0.3699 -0.1511 1.0438
H -1.0390 0.7682 -1.3638
H -0.1842 -0.8015 -1.8182
H -0.0941 -0.8240 1.8394
H -0.8416 0.7705 1.4274
*
```

Results of the natural (NBO) charge analysis, in e, for atoms 1 through 2:
1. F -0.3494
2. C 0.3125


b | Here is a 2-piece molecular cluster, C3H4ClFO overall from the Open Molecules 2025 dataset. Energies are from ωB97M-V/def2-TZVPD.

Values from the calculation:
- LUMO: -0.0879 Eh
- HOMO-LUMO gap: 7.424 eV

```
! RIJCOSX wB97M-V def2-TZVPD def2/J DEFGRID3
* xyz 0 1
C 1.1468 0.0650 -0.1565
C 0.7057 0.7318 1.1818
C -0.2370 0.3536 0.0589
H 3.3516 -0.8284 -0.9424
H 1.5119 0.9109 -0.6583
H 0.7013 1.9550 1.2549
H 0.8766 0.1363 2.1933
O 1.7338 -1.1353 -0.3271
F -0.5408 1.4956 -0.7626
Cl -1.4787 -0.7914 0.0663
*
```

Results of the natural (NBO) charge analysis, in e, for atoms 1 through 2:
1. C 0.0179
2. C -0.4983


The structure with the most favorable energy is a; the runner-up is 117.6 kcal/mol above it.


a | Here is one molecule with the formula C21H24N2O6S from the Open Molecules 2025 dataset. Energies are from ωB97M-V/def2-TZVPD.

Values from the calculation:
- SMILES: O=C(CCc1ccc(S(=O)(=O)N2CCOCC2)cc1)Nc1ccc2c(c1)OCCO2
- LUMO: 0.0146 Eh
- HOMO-LUMO gap: 8.123 eV

```
! RIJCOSX wB97M-V def2-TZVPD def2/J DEFGRID3
* xyz 0 1
O -2.9200 -0.1990 -3.0710
C -2.2380 -1.1687 -3.3057
C -2.8046 -2.5857 -3.2907
C -2.1642 -3.3900 -2.1320
C -1.6354 -2.4581 -1.0724
C -0.2667 -2.3379 -0.8581
C 0.2320 -1.3760 0.0029
C -0.6481 -0.5426 0.6621
S -0.0262 0.7060 1.7705
O 1.3773 0.9022 1.5074
O -0.8739 1.8590 1.7568
N -0.2816 -0.0781 3.2393
C -0.6681 0.7661 4.3544
C 0.5640 1.4071 4.9966
O 1.4964 0.4237 5.3910
C 1.9292 -0.3396 4.2853
C 0.7469 -1.0337 3.6001
C -2.0136 -0.6703 0.4973
C -2.5055 -1.6274 -0.3705
N -0.8992 -1.1370 -3.5595
C 0.0274 -0.1700 -3.1392
C 1.3816 -0.4453 -3.3159
C 2.3360 0.4326 -2.8448
C 1.9627 1.5874 -2.1709
C 0.6024 1.8508 -1.9680
C -0.3563 0.9835 -2.4727
O 0.1776 2.9469 -1.2790
C 1.1958 3.5317 -0.4918
C 2.4624 3.6968 -1.3291
O 2.9464 2.4364 -1.7402
H -2.6263 -3.0835 -4.2444
H -3.8807 -2.4969 -3.1468
H -1.3463 -4.0074 -2.5076
H -2.9140 -4.0583 -1.7053
H 0.4204 -2.9842 -1.3852
H 1.2930 -1.2371 0.1377
H -1.3396 1.5292 3.9640
H -1.1929 0.1406 5.0834
H 0.2962 1.9530 5.9026
H 1.0250 2.0944 4.2710
H 2.6346 -1.0728 4.6801
H 2.4325 0.3061 3.5528
H 1.0746 -1.5348 2.6896
H 0.2977 -1.7670 4.2784
H -2.6672 0.0038 1.0261
H -3.5693 -1.7122 -0.5292
H -0.4726 -2.0057 -3.8495
H 1.6890 -1.3477 -3.8244
H 3.3873 0.2388 -2.9844
H -1.3950 1.2140 -2.3122
H 0.8084 4.4936 -0.1556
H 1.4077 2.8899 0.3717
H 3.2637 4.1615 -0.7528
H 2.2371 4.3120 -2.2122
*
```

Results of the natural (NBO) charge analysis, in e, for atoms 1 through 2:
1. O -0.5948
2. C 0.6980


b | Here is one molecule with the formula C21H24N2O6S from the Open Molecules 2025 dataset. Energies are from ωB97M-V/def2-TZVPD.

Values from the calculation:
- SMILES: CCOC(=O)CSC1=C(C#N)[C@H](c2ccccc2OCC)[C@@H](C(=O)OCC)C(=O)N1
- LUMO: 0.0155 Eh
- HOMO-LUMO gap: 8.911 eV

```
! RIJCOSX wB97M-V def2-TZVPD def2/J DEFGRID3
* xyz 0 1
C -4.4213 -1.1318 0.2595
C -4.2158 0.1851 0.9836
O -3.2755 0.9684 0.2405
C -3.3570 2.2838 0.3239
O -4.1872 2.9031 0.9300
C -2.2464 2.9630 -0.4648
S -1.4932 1.9171 -1.7343
C -0.5063 0.6894 -0.9392
C -0.2119 0.5238 0.3655
C -0.6770 1.3061 1.4270
N -0.9989 1.8848 2.3676
C 0.7488 -0.5609 0.8238
C 2.0485 0.0790 1.2608
C 2.4073 0.0715 2.5985
C 3.5820 0.6625 3.0298
C 4.4100 1.2745 2.1087
C 4.0691 1.3015 0.7677
C 2.8901 0.7095 0.3298
O 2.4627 0.6824 -0.9620
C 3.2583 1.2139 -2.0045
C 3.0529 2.7157 -2.1712
C 0.9561 -1.6513 -0.2367
C -0.1662 -2.6807 -0.1700
O -1.3322 -2.4039 -0.0535
O 0.3148 -3.9093 -0.2809
C -0.6259 -4.9888 -0.2814
C -1.0193 -5.3811 1.1349
C 0.9165 -1.1579 -1.6752
O 1.5149 -1.6889 -2.5788
N 0.0375 -0.1393 -1.9009
H -5.0848 -1.7651 0.8410
H -4.8630 -0.9599 -0.7189
H -3.4662 -1.6329 0.1303
H -5.1465 0.7542 1.0795
H -3.7951 0.0272 1.9822
H -2.6623 3.8172 -1.0015
H -1.4790 3.3210 0.2215
H 0.3060 -1.0378 1.7073
H 1.7526 -0.4032 3.3145
H 3.8439 0.6463 4.0759
H 5.3284 1.7430 2.4289
H 4.7286 1.7945 0.0715
H 2.9195 0.6835 -2.8997
H 4.3150 0.9727 -1.8471
H 3.3584 3.2510 -1.2751
H 2.0022 2.9276 -2.3552
H 3.6375 3.0742 -3.0137
H 1.9047 -2.1710 -0.0817
H -0.1128 -5.8061 -0.7910
H -1.5096 -4.6871 -0.8527
H -1.6812 -6.2415 1.1027
H -0.1349 -5.6347 1.7144
H -1.5374 -4.5575 1.6203
H -0.0945 0.1333 -2.8675
*
```

Results of the natural (NBO) charge analysis, in e, for atoms 1 through 2:
1. C -0.6354
2. C -0.0729


The structure with the most favorable energy is b; the runner-up is 25.7 kcal/mol above it.


a | Here is an isolated ion of composition C9H13N4OS and charge +1 from the Open Molecules 2025 dataset. Energies are from ωB97M-V/def2-TZVPD.

Values from the calculation:
- LUMO: -0.1616 Eh
- HOMO-LUMO gap: 8.376 eV

```
! RIJCOSX wB97M-V def2-TZVPD def2/J DEFGRID3
* xyz 1 1
C 0.2360 -0.0975 1.1108
C 1.9396 -1.3878 1.9197
C -0.4588 -1.5657 1.0629
C -2.6889 -0.7931 0.5345
C -0.9617 0.6352 -0.6843
C -1.8354 -1.8594 0.9861
C 1.8604 2.4511 -1.0743
C 2.0420 0.1468 -1.8046
C 1.6847 1.0202 -0.6800
N 1.5187 -0.3094 1.5126
N -2.1770 0.3278 0.0739
N 0.3040 0.8214 -0.0611
N -3.9702 -1.0135 0.4597
O -1.1462 0.8341 -1.8295
S 0.6987 -2.6980 1.6667
H -0.3266 0.3153 2.0061
H 2.8668 -1.7147 2.2603
H -2.1748 -2.8746 1.3850
H 2.8803 2.6191 -1.1039
H 1.2897 2.5425 -2.0276
H 1.3462 3.2038 -0.4341
H 3.0494 0.3928 -2.1700
H 1.3882 0.3036 -2.6178
H 2.0139 -0.9023 -1.4017
H 2.3511 0.7771 0.2427
H -2.8919 1.0589 -0.1012
H -4.3752 -1.8679 0.8215
H -4.4633 -0.3658 -0.0521
*
```

Results of the natural (NBO) charge analysis, in e, for atoms 1 through 2:
1. C 0.0559
2. C 0.0642


b | Here is an isolated ion of composition C9H13N4OS and charge +1 from the Open Molecules 2025 dataset. Energies are from ωB97M-V/def2-TZVPD.

Values from the calculation:
- SMILES: CN/C(O)=[N+](\C)N1Nc2ccccc2S1
- LUMO: -0.1004 Eh
- HOMO-LUMO gap: 8.740 eV

```
! RIJCOSX wB97M-V def2-TZVPD def2/J DEFGRID3
* xyz 1 1
C -4.7092 0.6917 -0.5432
N -3.4567 0.1231 -0.5396
C -2.4742 0.4651 0.2452
O -2.7743 1.3999 1.1157
N -1.2593 -0.0519 0.0991
C -1.1217 -1.2729 -0.5960
N -0.2372 0.6424 0.7903
N 0.7787 -0.4880 1.2342
C 2.1271 -0.1898 0.6923
C 3.0988 -1.1771 0.8082
C 4.3321 -0.9478 0.2263
C 4.4113 0.1227 -0.6246
C 3.4551 1.1001 -0.8891
C 2.2370 0.8693 -0.2643
S 0.6731 1.6691 -0.3403
H -4.6818 1.4422 -1.2821
H -5.5325 -0.1034 -0.7340
H -4.9384 1.0430 0.4380
H -3.2228 -0.5621 -1.2439
H -2.0010 1.6496 1.6917
H -1.6109 -2.0737 -0.1656
H -1.2961 -1.0164 -1.5913
H -0.0816 -1.6727 -0.3063
H 0.9192 -0.3688 2.2919
H 3.0084 -2.0340 1.4199
H 5.1848 -1.5682 0.5882
H 5.4242 0.3800 -1.0400
H 3.7478 1.9285 -1.4808
*
```

Results of the natural (NBO) charge analysis, in e, for atoms 1 through 2:
1. C -0.4240
2. N -0.5335


The structure with the most favorable energy is a; the runner-up is 29.6 kcal/mol above it.